(1)
ORCA calculation (ωB97M-V/def2-TZVPD) on a molecular structure, C35H49I2N3O9P2TeY.

Summary:
charge	-1
Kohn-Sham gap	6.544	eV

Geometry as XYZ:
```
102
C35H49I2N3O9P2TeY | the OMol25 dataset | ωB97M-V/def2-TZVPD
H -2.7590 -2.6480 -5.3273
C 1.1316 2.6107 0.0278
H -5.7112 -1.8343 2.8788
H 4.2852 0.6459 2.6023
C -1.6664 1.9909 3.4872
C 2.3495 4.8506 0.1336
H -1.7686 -1.5301 3.3219
C -1.6529 -0.9260 -4.6843
C -4.2464 -0.4767 1.9886
C -3.2881 -2.8925 3.9065
N 1.4663 -1.3592 0.5844
C -4.4513 -2.4435 -0.8810
C 3.8383 0.3811 3.5674
O -0.7301 0.0333 1.6729
C 3.3344 2.9767 -1.0262
H -6.1718 -1.1905 1.2898
H 2.4278 1.9908 5.1987
I -3.6134 1.1567 -2.4870
H -1.8085 2.6813 4.3145
H 4.1096 -1.1040 0.1182
C 2.3492 0.6323 3.5412
H -1.8891 -2.8711 -3.8015
C 2.2519 -2.0832 -0.2997
C 0.1216 0.4789 2.5277
C -3.8309 -3.0484 0.3774
H -5.6590 -3.4629 1.4986
H -1.2362 2.2583 -2.2575
O 5.7590 6.9479 -0.6989
H -2.4012 1.1907 3.5361
P -2.9315 -1.6274 1.2589
C 1.8130 1.5200 4.4409
Te 1.7350 -1.6820 -5.0596
C 1.6637 -2.9975 -1.1716
H -1.6841 -4.2937 2.0368
H -6.2261 -0.1559 2.7120
C -1.7757 1.7348 -1.4588
C 2.2888 3.5266 -0.2872
H -4.7372 -3.2274 -1.5809
H -2.3032 -0.1242 -5.0526
O 1.4110 1.3812 -0.0582
H -3.8144 -0.2122 2.9629
C -2.2933 -2.3808 2.8694
P 0.6627 -0.3355 -3.5031
H 5.2815 3.3017 -1.8626
H -5.3333 -1.8491 -0.6545
C 3.4708 5.6084 -0.1438
H 3.7753 -1.2656 4.6054
C 2.3794 -3.7246 -2.0977
H -0.3547 3.3469 -4.8346
H 4.3233 -4.0755 -2.9234
C 4.3618 -2.5987 -1.3745
H -4.3350 -4.5869 1.8255
H 1.5138 5.2640 0.6781
H -3.8347 -3.7577 3.5523
C 2.0427 -0.8602 1.6303
H -3.9990 -2.1249 4.1948
C 1.1424 1.8253 -5.0066
H 4.2828 1.0306 4.3372
O 0.0195 3.0499 0.3325
H -4.7931 1.5888 1.6608
H -3.2703 1.1073 0.9036
H 3.5566 6.6351 0.1782
H 1.8755 -4.4027 -2.7705
C -4.8194 -3.9885 1.0599
I -0.4464 -3.0915 -1.1607
H -4.8184 0.5918 0.2032
H -2.7411 -3.1892 4.8017
C -4.2859 0.7838 1.1315
H -3.3720 -1.9106 -3.8349
O 6.6166 5.2569 -1.7208
C 4.5280 5.0369 -0.8510
O -0.9806 -0.4759 -3.5213
O 0.9797 -0.4806 -2.0502
H 1.9714 2.5331 -4.8950
H -2.1330 2.5242 -0.7923
C -5.6728 -0.9633 2.2289
N 0.5336 1.9043 4.4364
Y -0.4039 0.1522 -0.5055
C -0.2781 1.4404 3.5223
H -3.7230 -1.8006 -1.3724
O 0.9111 1.2605 -3.7403
O 4.2133 -0.9659 3.8030
C 1.4878 0.0548 2.5702
C -2.4761 -2.1711 -4.3907
C 3.6286 -1.8800 -0.4545
H 3.2373 1.9518 -1.3555
H 5.4205 -2.4114 -1.4740
H 0.0564 2.9307 -6.5086
H -5.2090 -4.6759 0.3074
C -1.2428 -3.4399 2.5473
N 5.7077 5.7965 -1.1064
H -0.7602 -3.7976 3.4575
C -0.1028 2.5331 -5.5109
H 1.4602 1.0352 -5.7085
H -2.9850 -3.6670 0.0353
H -0.4745 -3.0107 1.9070
H -1.8082 2.5120 2.5407
C 3.7505 -3.5387 -2.1841
H 3.0678 -1.1646 1.8455
H -0.8979 -1.1594 -5.4531
C 4.4556 3.7222 -1.3097
H -0.9339 1.8348 -5.5452
```

=====

(2)
ORCA calculation (ωB97M-V/def2-TZVPD) on a molecular structure, C35H49N11O10S.

Summary:
charge	-2
Kohn-Sham gap	7.342	eV

Geometry as XYZ:
```
106
C35H49N11O10S | the OMol25 dataset | ωB97M-V/def2-TZVPD
C 1.8373 -4.9314 -2.9656
H -5.7457 -2.5194 -2.1566
O 2.6673 1.0076 -3.9956
N 2.3913 2.8946 0.2314
O -0.3437 6.2756 0.2444
H 3.2653 -1.9774 -0.2046
C 2.5013 -2.9904 4.1674
C 0.8123 1.3876 4.4074
H 1.8453 0.8566 4.3014
H -0.8367 4.4116 -4.8696
C -3.4557 -3.1644 -3.2256
H -5.8347 1.9506 -0.2766
S 0.0833 -0.0604 0.0424
H 4.9973 2.0576 0.0134
C 2.1373 -3.7994 -1.9616
H 2.7313 -1.1964 2.7044
N 0.9833 -3.4464 -1.3416
H -0.0897 -6.2984 -2.8826
O 0.4113 -1.4844 0.1674
C -0.5347 3.9096 -0.4076
H -1.1487 -2.2444 -3.3766
H -3.0667 1.8256 -0.6216
H 2.8343 3.2976 -1.7896
H 0.7023 -2.6394 -0.4396
H -2.0947 0.5536 1.5044
H 0.3033 -4.4564 1.7624
C 1.0043 -3.9474 2.5364
N 2.5613 -0.2464 -3.9626
H -1.8887 2.9816 6.0934
C -1.3987 3.7246 -4.2896
C 4.1683 -1.3644 0.1574
O 1.3013 0.7076 -0.1136
N -2.5357 -1.3594 -2.1256
C 1.6143 -4.1914 3.8554
C 3.4163 4.9946 -0.2046
H -3.6917 3.8006 -4.8776
N -3.0777 0.7376 1.2374
C 3.1633 4.7986 1.2784
C 5.6253 -1.6414 0.0954
C -5.0927 1.6296 0.4264
H -3.6117 -0.3104 3.0324
H -1.8107 -0.6434 -1.5836
O 3.2163 -0.9424 -4.7056
H 6.1223 -2.7754 0.0504
H -0.3127 3.0476 0.2544
H -4.3337 -0.7904 -1.1586
C 0.2923 2.0636 5.7724
H -1.7467 -2.8324 0.9314
C -3.5627 1.4656 0.1884
N -0.1977 1.4026 3.5494
N -2.8817 -3.9174 2.1074
O -2.1587 -4.1154 3.0394
H -6.2447 0.9706 2.1514
N 3.9213 -0.0264 0.1604
C 2.9333 3.7186 -0.7716
H 0.2523 2.5656 -3.0856
C -1.0257 2.5776 5.4064
H 3.0983 -3.1584 -1.9056
H 1.0333 -2.1604 1.2474
H -3.7487 1.6956 -3.0526
C -0.6647 2.7396 -3.4116
H -1.0797 -4.4344 -1.1226
O -1.5947 4.8236 1.3754
C -4.5367 -2.4184 -2.5456
H 3.6523 5.4486 1.9894
C 5.0653 0.7906 0.0034
C 0.4973 -5.3684 -2.5016
H 1.8663 2.9696 2.3164
C -2.9107 2.1776 -3.4166
H -3.3487 -2.3914 0.4984
H 0.3713 4.1686 -1.0266
C -0.1507 -4.3834 -1.5726
O -3.5637 -4.7944 1.5154
H 1.8303 -0.9634 -1.8226
H 3.0973 -2.7324 5.2014
H -1.5187 3.8526 -0.9206
C -3.8357 -1.2774 -1.7486
O -0.8107 0.2286 -1.1096
C -1.3007 2.1856 3.9264
H -3.6247 -4.0014 -3.7776
H 2.9483 0.4406 0.2024
C 6.2713 -0.1664 0.0904
H 1.8443 1.8156 0.0534
H 7.4393 0.0836 0.2104
H 2.5643 -5.3464 -3.6436
C 1.5803 -0.8004 -3.0016
C 2.4273 3.4596 1.4004
N -0.8447 5.1006 0.4894
O -0.5617 0.3456 1.2314
C -5.2797 0.9416 1.7794
H -1.3567 1.1426 -2.1736
H 0.8793 -0.0794 -2.8946
C 2.2713 -2.0794 3.0124
H -2.4187 -1.8164 2.0674
H 1.1993 -5.0024 4.5484
H 4.0053 5.8996 -0.6956
H 0.9023 2.2706 6.6974
H 1.4103 -1.6814 -3.2636
N -1.6327 1.9186 -2.8796
C -4.0237 0.2276 2.2184
C -2.8527 3.3356 -4.4116
H -0.2147 1.0386 2.5534
N 1.3843 -2.6904 2.1484
H -2.3447 2.3146 3.3254
C -2.6107 -2.6534 1.3534
C -2.1827 -2.3154 -3.0296
```

=====

(3)
ORCA calculation (ωB97M-V/def2-TZVPD) on a molecular structure, C35H50AsClO5PRuS3Si2.

Summary:
multiplicity	2
Kohn-Sham gap (spin up / spin down)	6.356 / 5.829	eV

Geometry as XYZ:
```
99
C35H50AsClO5PRuS3Si2 | the OMol25 dataset | ωB97M-V/def2-TZVPD
C 3.9166 0.5278 -4.8635
H 2.9406 -3.3744 -3.9050
H -3.9769 -0.4223 2.4924
C -0.7340 3.4376 -1.2855
C -0.4032 4.7232 -1.7239
H 2.0614 6.6396 3.3554
H 0.7861 -5.2143 -3.0570
H 3.7790 5.1815 2.3314
C 0.8762 2.7892 -5.1857
C 0.3698 -4.3071 -2.6084
C 2.7333 5.0499 2.0835
H -1.9197 -0.1599 3.8611
H -1.1584 -2.1541 -5.3618
C 3.0468 1.7281 -5.1150
H -2.4493 -1.8474 3.8751
Ru 0.1291 0.3435 0.7704
H 4.6764 2.9842 -5.6827
H 0.4710 -5.4535 1.5925
C -0.4663 -2.9911 -5.2382
C 2.8229 4.0545 -5.7391
O 3.6589 0.7681 -1.6330
O 1.1670 0.4799 -4.4467
C -1.9816 2.9113 -1.6129
C 2.4315 -0.5927 1.7575
C 1.7722 5.8642 2.6570
C -2.5616 4.9426 -2.7677
C -2.8942 3.6647 -2.3466
C 2.3611 4.0517 1.1849
P 0.4821 2.5152 -0.2677
H -1.0619 -3.9073 -5.2131
H 0.8400 4.8642 -5.7429
H 0.0184 -5.8046 -0.0786
C 1.0262 3.8584 0.8565
H -3.2715 5.5330 -3.3342
H 3.9022 0.2721 -3.8014
H -0.6885 -4.4819 -2.3867
H -2.7685 -3.5954 -1.0691
H 2.4750 -2.1165 -5.0600
H 2.1447 -1.2267 2.5837
O -1.0553 0.1747 -1.8460
C -2.3445 -4.3238 2.6955
C 2.4805 0.9374 -1.3392
H -0.2002 2.7598 -5.1042
Si -1.5654 -4.2131 1.0051
As -0.4057 -2.1805 0.6079
C -0.3771 -5.6353 0.9263
H 2.8144 -1.0727 0.8656
C -2.1498 2.2046 2.8200
Cl 3.5753 5.5494 -6.2290
H 4.9454 0.7426 -5.1512
H -2.1969 3.2703 3.0597
H -3.2106 -1.7200 1.5625
C 2.3348 -2.4739 -4.0393
H 3.5663 -0.3346 -5.4302
C 1.8995 2.3450 -1.4072
H -3.8658 3.2489 -2.5850
H 1.5367 2.4921 -2.4259
H -1.0487 6.4720 -2.7735
H -0.9842 4.5330 1.2182
H 3.1355 3.4361 0.7456
C 3.6054 2.9279 -5.5307
H -0.8334 0.0847 -4.7540
H -2.5742 -5.3733 2.9084
H 0.8780 -4.1211 -1.6573
H 2.7065 -1.7057 -3.3547
C -0.1672 0.4855 -3.9793
H -2.2314 1.9087 -1.3053
H -0.5005 1.4825 -3.7203
H 2.6701 3.0884 -1.2283
H 2.8406 1.3454 1.0741
H -3.8996 -4.1969 0.1451
H -0.8880 -6.5444 1.2597
S -0.3987 1.7471 2.7371
C -1.3125 5.4711 -2.4553
C -2.9120 -4.3544 -0.2979
C 2.4117 0.7398 1.8595
C 0.0644 4.6768 1.4531
C 1.6642 1.6762 -4.9163
S -2.5056 0.3547 0.8209
H 0.1637 -3.0325 -6.1308
H -3.2731 -3.7536 2.7792
H 0.5675 5.1432 -1.4852
H -1.6536 -3.9735 3.4676
C 1.4575 3.9917 -5.5758
Si 0.5628 -2.8272 -3.6954
H -2.6338 1.6598 3.6311
H -3.9416 2.0813 1.6098
H -2.9174 -5.3354 -0.7849
C -3.0250 -0.7972 2.1066
H 2.1316 1.2487 2.7731
H -0.3275 6.3088 2.7810
C 0.4310 5.6781 2.3340
C -2.0653 -1.0444 3.2462
C -0.4255 -0.3406 -2.7289
C -2.8585 1.9671 1.5218
O -0.1563 -1.6382 -2.7157
O 1.6292 0.0419 -1.0020
S -0.3850 -1.5060 2.7533
H -2.4943 2.6501 0.7561
```

=====

(4)
ORCA calculation (ωB97M-V/def2-TZVPD) on a molecular structure, C35H50N9O13PPtS.

Summary:
multiplicity	5
charge	+2
Kohn-Sham gap (spin up / spin down)	6.328 / 3.618	eV

Geometry as XYZ:
```
110
C35H50N9O13PPtS | the OMol25 dataset | ωB97M-V/def2-TZVPD
H 10.7974 7.6062 10.8593
H 9.4558 5.0967 13.0516
O 17.7255 13.6923 14.5841
O 11.5204 5.1632 14.3023
H 9.6863 19.4130 9.3157
C 16.5951 13.9260 12.6728
C 16.0494 17.8942 8.1293
N 14.5679 19.4386 9.1807
H 11.5003 19.5656 11.6774
S 9.3368 5.9388 10.7817
C 13.0004 14.2930 13.4454
H 9.2299 19.8340 10.9255
H 12.0334 22.6727 9.6760
H 9.6511 15.8177 8.7129
C 11.6198 21.7084 9.3874
H 9.1764 12.9450 7.7046
O 8.5201 6.9968 10.1577
H 16.0101 16.8255 8.2053
O 14.8125 13.1204 8.4829
C 11.3675 19.5993 10.6092
H 13.9859 8.2647 15.1501
C 12.8470 6.9847 13.8375
H 14.3616 17.6780 6.7910
N 17.8522 14.0100 13.3838
H 13.1598 23.2399 11.2389
H 14.6203 20.6282 7.3356
H 15.3444 14.0682 14.4951
C 14.2294 23.0166 11.1480
C 9.9146 14.8645 8.2261
H 15.0389 17.6722 10.1107
C 11.0061 6.5875 10.6065
C 13.6441 7.9787 12.0184
H 9.1065 12.4802 10.1208
H 15.6554 18.6825 6.1306
H 14.1312 7.6952 9.9000
H 12.9167 8.9742 10.2226
C 13.8106 8.4778 10.6673
C 7.4864 6.0321 12.8756
H 7.4954 12.8754 9.6969
H 7.9930 14.2589 7.8178
C 8.9657 5.9576 12.5632
C 10.0980 21.5150 9.8377
H 11.2515 6.4563 9.5232
O 14.0612 19.7690 11.7376
H 11.9400 14.7139 8.3256
C 8.1877 16.0686 12.9955
H 15.6748 22.4264 8.3606
H 10.3299 16.0332 12.9686
H 16.5630 21.4980 9.6025
C 9.4032 15.7072 12.4492
H 7.3946 6.1394 13.9723
P 13.9184 20.4273 10.3934
H 12.0137 5.1254 12.0608
C 14.2467 13.9765 12.6356
H 8.1951 16.6048 13.9353
H 6.0407 16.0139 12.6051
N 14.2222 8.6053 13.0551
H 17.1395 18.1100 7.9739
H 11.8461 21.7201 8.2904
N 15.6743 13.5568 9.2473
O 11.1378 14.4057 8.8109
H 14.4975 22.6834 12.1905
O 13.2640 14.1388 10.4050
C 12.2030 6.0587 11.4917
O 13.1152 14.5392 14.6081
N 14.5358 21.9445 10.1580
H 13.1982 19.5242 7.4729
C 15.5096 13.4939 10.6810
N 12.2646 20.5383 9.9795
H 7.1038 6.9628 12.4469
H 14.5633 9.3096 10.7131
C 15.5365 18.4391 9.4875
N 12.6887 7.0337 12.3943
H 9.4826 21.8848 8.9841
H 16.8284 24.1727 9.2628
H 17.6451 13.4970 10.8277
C 14.3111 19.6309 7.7169
C 8.4273 14.3330 10.8536
O 18.8380 14.3352 12.7266
C 14.2398 13.8243 11.2716
O 11.7453 14.4016 12.9089
C 8.4764 13.3157 9.7168
C 15.8672 22.2788 9.4309
H 14.5194 24.7859 9.9978
C 16.7039 13.6026 11.3318
C 15.4171 13.9671 13.4060
C 16.3653 23.5724 10.0890
O 12.5122 6.3481 15.9712
O 9.3530 4.6220 10.1853
H 6.2738 14.4039 10.7554
H 13.0373 5.7876 10.8452
H 9.8839 22.2025 10.6808
H 9.4949 6.9450 12.8200
H 10.1216 15.0886 7.1608
H 6.9222 5.1430 12.5194
C 9.9334 20.0597 10.1526
C 15.0976 18.4707 7.0449
O 16.7204 14.1203 8.8255
Pt 11.4182 14.4052 10.8736
C 7.1627 14.7334 11.2997
C 15.1023 24.2139 10.7219
C 7.0311 15.6618 12.3117
N 9.5860 14.7184 11.5185
C 8.8862 13.8267 8.3457
H 17.0835 23.3330 10.8979
H 11.5468 18.5643 10.2817
C 13.7473 7.9542 14.1592
N 12.2247 6.1678 14.7345
H 15.3052 24.8649 11.5864
H 16.3795 18.8424 10.1395
```

=====

Maximum force per entry: 1.74, 15.11, 3.69, 5.31 eV/A
M per entry: 1188.1, 815.9, 945.6, 1063.0 g/mol